DFT (ωB97M-V with the def2-TZVPD basis set) results for a structure of composition C8H24B4ClNO8.

Calculated values
- Electronic energy: -1535.7363 hartree
- Lowest unoccupied orbital energy: 0.0 eV
- Maximum force: 2.03 eV/A

Last column: natural (NBO) charge in e.
Element x y z (Å)
1 N 0.532388 0.703101 1.156767  -1.11
2 B 1.536412 -0.312876 1.466156  0.78
3 O 1.206001 -1.628477 1.551637  -0.90
4 B 3.205683 0.047178 1.655040  0.84
5 O 3.734118 1.332272 1.627236  -0.88
6 B 4.504552 1.428289 0.486636  0.98
7 O 5.423970 0.427233 0.261612  -0.88
8 B 4.903353 -0.801547 0.553459  1.01
9 Cl 5.056269 -2.131083 -0.583151  -0.18
10 O 4.159996 -0.977570 1.666995  -0.86
11 H 0.586176 0.931383 0.162402  0.39
12 H 0.845485 1.559448 1.612946  0.38
13 H 0.738449 -1.895902 0.731206  0.51
14 H 4.292881 2.297151 -0.291570  -0.10
15 C -0.584860 -3.324977 -0.399469  -0.28
16 O 0.663425 -2.907083 -0.942752  -0.57
17 C 1.629726 -3.956688 -0.987753  -0.10
18 C 1.684191 -4.622797 -2.343947  -0.09
19 O 0.473640 -5.288771 -2.667160  -0.55
20 C -0.371019 -4.542932 -3.525643  -0.26
21 H -1.327891 -2.573146 -0.660842  0.20
22 H -0.896989 -4.287719 -0.806118  0.20
23 H -0.534668 -3.405917 0.692444  0.18
24 H 1.418718 -4.692887 -0.207159  0.18
25 H 2.613280 -3.517572 -0.789508  0.20
26 H 2.473338 -5.379969 -2.325002  0.19
27 H 1.937342 -3.891082 -3.117644  0.17
28 H -0.012973 -4.601377 -4.558935  0.17
29 H -0.436633 -3.495923 -3.223089  0.18
30 H -1.364848 -4.984875 -3.475036  0.19
31 C -1.436580 4.174831 -0.078714  -0.26
32 O -1.784532 3.217458 0.904887  -0.55
33 C -2.113905 3.793106 2.158026  -0.09
34 C -3.608857 3.906531 2.359266  -0.09
35 O -4.206522 4.802322 1.436119  -0.55
36 C -4.813820 4.154378 0.332344  -0.26
37 H -1.487881 3.684937 -1.050215  0.19
38 H -2.118166 5.027768 -0.076161  0.18
39 H -0.412687 4.533673 0.081159  0.17
40 H -1.639594 4.773468 2.267993  0.17
41 H -1.708198 3.133439 2.931641  0.19
42 H -3.796616 4.303841 3.361386  0.18
43 H -4.076240 2.919287 2.294615  0.17
44 H -5.784224 3.736857 0.621390  0.17
45 H -4.182201 3.360396 -0.070521  0.18
46 H -4.972542 4.903094 -0.442218  0.19

Force components x, y, z for each atom (eV/Å):
N 0.780 0.154 -0.252
B -0.233 0.009 0.796
O 0.310 -0.247 -1.175
B -0.043 -0.039 2.024
O -0.702 0.111 -0.937
B 0.414 0.752 0.644
O -0.133 0.177 -1.147
B 0.973 -0.677 0.128
Cl 0.356 -0.153 -0.163
O -0.906 -0.187 -0.289
H -0.582 -0.027 0.027
H -0.143 0.143 -0.228
H -0.137 -0.099 0.581
H 0.353 0.160 -0.011
C -0.242 -0.175 -0.093
O -0.136 -0.009 0.123
C 0.230 0.131 -0.018
C -0.109 -0.210 -0.029
O -0.052 0.126 0.048
C 0.021 -0.105 -0.040
H 0.038 0.054 0.002
H 0.024 0.015 -0.021
H 0.014 -0.065 -0.033
H -0.001 -0.007 -0.005
H -0.163 0.013 0.094
H 0.031 0.039 0.010
H -0.002 0.037 0.011
H -0.010 0.073 -0.007
H 0.015 0.024 -0.005
H 0.014 -0.044 -0.010
C 0.074 -0.048 0.034
O -0.080 0.148 -0.091
C 0.102 -0.250 0.025
C -0.088 0.215 0.075
O 0.091 -0.073 -0.100
C -0.050 0.069 0.041
H 0.017 -0.034 0.013
H -0.012 0.006 -0.002
H -0.028 0.054 -0.017
H -0.032 0.037 -0.013
H -0.005 0.021 0.013
H 0.006 -0.036 0.013
H 0.028 -0.031 -0.024
H 0.013 -0.061 -0.033
H 0.009 -0.024 0.012
H -0.024 0.033 0.029